This record from the OMol25 dataset describes a cluster of 11 separate species, C98H204F9N8O7 in total in a non-equilibrium geometry. The level of theory is ωB97M-V/def2-TZVPD.

Output
* LUMO level: -0.36966 Ha
* total charge: +5
* HOMO-LUMO gap: 3.9 eV
* energy: -155598.6099 eV
* largest force on an atom: 5.9 eV/Å

```
326
Properties=species:S:1:pos:R:3:forces:R:3:mulliken_charge:R:1
C -4.4036 -0.4098 3.8458 0.7 -0.8 -0.2 -1.06
C -3.9092 0.0134 5.2143 -0.2 0.6 0.3 -0.76
C -2.7085 0.9576 5.2279 1.5 0.2 -0.2 1.41
C -2.3208 1.3912 6.6428 0.1 -0.8 1.2 -1.65
N -0.7689 1.4642 6.9749 -1.8 0.7 -1.1 1.19
C -0.1618 0.0823 6.9820 1.8 0.1 -0.7 0.31
C -0.3196 -0.4575 8.4297 1.1 0.9 0.4 -0.25
C -0.8898 0.7411 9.2147 -0.2 -0.3 0.3 -1.32
C -0.5707 1.9370 8.3593 0.7 -0.9 0.6 -0.65
C -0.1310 2.4995 6.0791 0.7 0.7 -1.1 -0.48
C -0.7189 3.9415 6.0964 1.5 0.0 -0.5 -0.27
C 0.2404 4.8141 5.2241 0.9 0.7 1.4 -1.30
H -4.6638 0.3890 3.1824 0.0 0.7 -0.3 0.15
H -5.2628 -1.0616 3.8572 -0.5 -0.1 0.5 0.55
H -3.6533 -1.0343 3.3634 0.4 0.2 -0.2 -0.03
H -3.5767 -0.8600 5.7693 -0.3 -0.3 0.2 0.31
H -4.7285 0.4975 5.7595 0.1 -0.2 0.1 0.33
H -2.8736 1.8864 4.6991 -0.3 0.1 -0.6 0.33
H -1.8272 0.4614 4.7590 -0.5 0.1 0.1 -0.55
H -2.7250 0.6241 7.3403 0.4 0.6 -0.2 0.57
H -2.7580 2.3682 6.9258 0.4 -0.5 -0.1 0.23
H 0.9253 0.2392 6.6771 -1.2 -0.2 0.6 0.16
H -0.5717 -0.5084 6.1638 -0.2 0.0 0.0 -0.35
H 0.6613 -0.7226 8.8983 -0.6 0.2 -0.7 0.40
H -0.9363 -1.3267 8.5213 -0.5 -0.3 -0.2 0.06
H -0.5229 0.8099 10.2385 0.2 0.1 -0.2 0.53
H -1.9700 0.7097 9.3026 -0.2 -0.3 0.1 0.38
H 0.4902 2.2176 8.4160 -0.4 0.2 0.2 0.39
H -1.2579 2.7111 8.5598 -0.3 1.3 0.2 0.49
H -0.1406 2.1722 5.0059 0.0 -0.1 1.1 -0.46
H 0.9185 2.6375 6.3942 -0.3 -0.7 -0.1 1.02
H -0.7935 4.3802 7.1021 -0.3 -0.3 -0.4 0.39
H -1.6156 3.9138 5.5282 -1.4 0.2 0.2 0.30
H 1.2819 4.7403 5.5796 -0.3 -0.2 0.0 0.39
H 0.0922 5.9140 5.2033 -0.6 -0.7 0.3 0.45
H 0.2629 4.5139 4.2096 -0.1 -0.5 -1.1 -0.03
C 3.3252 -6.7200 4.4349 -0.9 0.4 1.1 -1.15
C 2.5912 -7.7297 5.3574 0.5 0.0 -1.2 -1.13
C 1.5611 -7.0705 6.2777 1.5 0.1 -0.1 -0.42
C 0.3209 -6.8213 5.5233 -1.1 1.2 -0.9 -0.64
N -0.6191 -5.8355 6.1790 -1.4 0.1 -0.4 0.75
C -0.1532 -4.3957 6.4381 0.0 -0.7 -1.1 -0.10
C -0.9590 -3.9091 7.5963 -1.0 0.8 0.5 0.04
C -1.7024 -5.0798 8.2082 -0.5 -0.7 0.1 -1.34
C -1.0605 -6.2813 7.5308 0.2 -1.0 1.0 -0.58
C -1.9362 -5.8550 5.3000 1.7 0.9 -0.6 -1.13
C -1.8346 -5.2344 3.8909 0.5 -1.2 0.0 1.28
C -3.1723 -5.4243 3.1522 -0.2 -0.3 1.0 -1.84
H 4.2448 -7.0775 4.0299 0.7 -0.5 -0.1 0.50
H 3.4939 -5.7668 4.9421 0.3 -0.1 0.3 0.31
H 2.7100 -6.4333 3.6194 -0.7 0.1 -1.0 0.33
H 3.3382 -8.2568 5.9187 0.3 -0.2 0.6 0.48
H 2.1508 -8.5003 4.6931 -0.1 0.3 0.5 0.37
H 2.0316 -6.1546 6.6886 -0.4 -0.3 -0.3 0.26
H 1.3520 -7.7009 7.1168 0.0 -0.5 0.5 0.52
H -0.2986 -7.7056 5.3851 0.2 -0.3 0.3 0.35
H 0.4682 -6.4571 4.4941 0.3 0.1 0.5 0.24
H -0.2577 -3.8969 5.4789 0.0 0.4 0.2 -0.67
H 0.8629 -4.3306 6.7565 0.9 -0.7 -0.3 0.58
H -1.6021 -3.1084 7.3101 -0.9 0.4 -0.5 0.05
H -0.3889 -3.4189 8.3527 1.1 0.0 0.4 0.54
H -2.7677 -5.0659 7.9705 0.0 0.1 0.1 0.37
H -1.6282 -5.1571 9.3086 0.1 0.1 -0.6 0.40
H -1.7195 -7.1607 7.4864 0.2 0.3 -0.3 0.37
H -0.1679 -6.5926 8.0791 0.0 0.1 -0.1 0.52
H -2.6192 -5.2073 5.8380 -0.5 -0.7 0.3 0.38
H -2.1135 -6.9292 5.1854 -0.7 0.4 0.5 0.40
H -1.0329 -5.7425 3.2951 -0.6 0.6 0.5 0.17
H -1.5982 -4.1797 3.9770 0.1 0.2 -0.2 -0.63
H -4.0187 -4.9815 3.7167 0.5 0.1 -0.5 0.37
H -3.4535 -6.4765 3.0115 0.4 0.1 0.1 0.47
H -3.0551 -4.9995 2.1751 -0.3 0.4 -0.5 0.55
C -14.1015 -6.3606 0.2298 1.8 0.2 -0.3 -1.22
C -12.9004 -7.3697 0.5493 -0.6 1.4 0.0 -0.52
C -11.7113 -6.5915 1.2298 -0.5 -0.8 -0.8 -0.32
C -10.5851 -7.6173 1.4092 -0.5 0.1 -0.9 -1.04
N -9.3341 -7.0932 2.0671 0.5 -0.4 0.1 0.57
C -8.3496 -8.2430 2.2387 -0.3 -0.3 -2.2 -0.69
C -7.5733 -8.0569 3.4749 1.3 0.5 2.0 -0.25
C -8.4528 -7.1222 4.3508 -0.2 0.4 -0.5 -0.74
C -9.6714 -6.7252 3.4810 0.8 0.3 0.7 -0.77
C -8.7125 -5.9415 1.2800 -0.1 -0.6 -0.4 -1.14
C -7.4635 -5.3134 1.8655 0.5 0.5 0.2 0.59
C -6.8995 -4.2162 0.9262 0.5 -0.6 -0.5 -1.50
H -14.9188 -6.7020 -0.3893 -0.1 -0.9 0.2 0.39
H -13.7566 -5.4657 -0.3734 0.0 -0.8 1.0 0.29
H -14.4710 -6.0557 1.1975 -0.4 0.4 0.1 0.33
H -12.5334 -7.8338 -0.3753 -0.1 0.0 0.3 0.37
H -13.2102 -8.1421 1.2650 -0.2 0.0 -0.4 0.33
H -12.0112 -6.1515 2.1886 -0.1 0.0 -0.3 0.34
H -11.4404 -5.8043 0.5125 0.1 -0.1 0.4 0.30
H -10.3617 -8.0353 0.4006 0.3 0.2 0.8 0.42
H -10.9008 -8.4444 2.0587 -0.1 0.2 -0.3 0.45
H -7.7388 -8.2879 1.3230 -0.3 -0.1 0.3 0.39
H -8.9739 -9.1314 2.2637 0.1 -0.2 0.1 0.51
H -6.5729 -7.5778 3.3241 -0.8 -0.7 0.0 -0.05
H -7.4161 -9.0278 4.0171 -0.1 0.9 -0.7 0.41
H -8.0032 -6.2011 4.6887 0.7 0.0 0.1 0.31
H -8.7606 -7.6764 5.2226 -0.4 0.1 0.3 0.43
H -9.9586 -5.6687 3.4977 0.1 -0.3 0.2 0.45
H -10.4636 -7.3333 3.8720 -0.9 -0.2 -0.5 0.42
H -9.5173 -5.2262 1.1621 0.0 0.3 0.1 0.43
H -8.4747 -6.3189 0.2690 -0.2 -0.1 0.4 0.24
H -6.6616 -6.0494 2.0941 -0.6 0.4 -0.4 -0.05
H -7.6946 -4.8060 2.8169 0.0 -0.3 -0.2 0.23
H -6.4307 -4.5742 -0.0323 -0.5 0.0 1.0 0.40
H -6.1391 -3.6783 1.4882 0.1 0.1 -0.1 0.28
H -7.6507 -3.4959 0.6322 -0.3 0.2 0.1 0.38
C 2.2305 0.1432 -2.0442 0.3 0.4 0.6 -1.86
C 2.5690 0.7712 -0.6781 0.4 -1.1 -0.3 -0.29
C 1.4026 1.4852 0.0025 1.1 -0.5 1.1 2.61
C 0.2674 0.5095 0.2669 0.4 0.5 -0.3 -0.85
N -0.9391 1.1798 0.8375 -2.1 -0.9 -1.1 1.34
C -1.6443 2.2228 -0.0966 -0.4 -0.8 -0.6 0.92
C -2.0247 3.4438 0.7467 0.7 -0.7 -0.3 -1.00
C -1.7660 2.9743 2.1898 -1.5 0.7 -0.8 -0.88
C -0.7100 1.9389 2.0306 1.4 0.6 2.3 0.34
C -1.9780 0.0970 1.1719 0.4 -0.1 -0.4 0.74
C -2.1581 -0.9195 0.0763 -1.2 0.0 -0.7 -0.06
C -3.4302 -1.7923 0.3217 0.2 0.6 -0.4 -1.07
H 3.1466 -0.1017 -2.5867 -0.2 0.0 0.0 0.51
H 1.6414 0.8464 -2.6087 -0.2 0.2 -0.6 0.37
H 1.6610 -0.7609 -1.9110 -0.3 -0.4 -0.1 0.31
H 3.4233 1.4428 -0.8501 -0.3 0.0 0.5 0.61
H 2.8903 -0.0884 -0.0408 0.1 0.8 -0.1 -0.35
H 1.1091 2.3241 -0.5905 -0.5 0.3 -0.4 -0.74
H 1.8020 1.9338 0.9412 -0.4 -0.4 -0.6 -1.44
H 0.5570 -0.2459 1.0070 0.0 0.1 -0.3 -0.61
H -0.0202 0.0429 -0.6913 -0.1 0.2 0.6 1.05
H -2.5346 1.7004 -0.4722 0.4 0.3 -0.2 -0.72
H -0.9755 2.4973 -0.9256 -0.2 -0.4 0.3 0.32
H -2.9910 3.8237 0.4684 -0.7 -0.4 0.3 0.58
H -1.3869 4.2215 0.3916 0.9 0.7 0.4 -0.03
H -2.7165 2.6190 2.6021 0.2 -0.3 0.0 -0.05
H -1.4606 3.7830 2.8255 0.4 0.4 0.3 0.81
H -0.5446 1.3446 2.9267 -0.3 -0.7 -0.2 -0.55
H 0.2368 2.4074 1.9003 0.6 0.8 -0.2 -0.12
H -2.8822 0.6149 1.3969 -0.8 0.5 -0.1 0.07
H -1.7140 -0.4175 2.0777 0.8 -0.1 0.5 -0.10
H -1.2885 -1.5706 0.0147 0.0 0.1 -0.2 0.44
H -2.3354 -0.3680 -0.8963 0.4 -0.8 0.8 -0.25
H -3.5931 -2.1572 1.3423 0.4 0.2 0.0 -0.07
H -3.3811 -2.6733 -0.3252 -0.2 0.2 0.0 0.59
H -4.2909 -1.1623 0.0632 0.0 -0.5 0.0 0.02
C 5.0901 3.8693 -3.0950 0.2 1.3 0.5 -0.98
C 5.8460 5.1258 -2.5090 -0.5 0.8 -2.1 -0.90
C 5.1550 6.4996 -2.8016 -0.2 -0.6 0.2 0.66
C 5.6464 7.5558 -1.8239 -1.3 0.2 -0.3 -1.35
N 4.9169 8.9108 -1.9516 0.4 -0.4 0.1 0.33
C 5.4059 9.8438 -0.8112 1.5 -1.9 -0.4 -0.53
C 4.3715 10.8598 -0.5900 -2.6 -0.8 -0.6 -0.91
C 3.0521 10.1072 -1.1838 -0.3 2.1 1.2 -0.66
C 3.4397 8.7493 -1.6696 0.6 0.2 1.1 0.13
C 5.0969 9.6526 -3.2645 0.3 -0.1 0.1 -1.00
C 6.5254 9.7952 -3.8202 -0.5 0.3 -0.3 -0.24
C 6.4098 10.4480 -5.2266 0.1 -2.0 -0.2 -1.34
H 5.8111 3.0764 -3.2144 0.1 -0.5 0.1 0.42
H 4.6051 4.0099 -4.0679 0.2 0.4 0.1 0.36
H 4.2933 3.5887 -2.3934 0.2 -0.1 -0.1 -0.07
H 6.8520 5.2579 -2.9213 0.0 -0.6 -0.1 0.53
H 5.9679 5.0219 -1.4654 -0.1 -0.2 1.3 0.49
H 4.0840 6.3473 -2.6000 0.1 0.2 -0.3 -0.71
H 5.3373 6.8128 -3.8324 -0.2 -0.2 -0.1 0.61
H 6.6841 7.8037 -1.9348 0.6 -0.2 0.2 0.63
H 5.3239 7.1231 -0.8630 0.5 0.6 0.3 0.45
H 6.3814 10.2431 -1.0824 0.0 0.0 -0.3 0.49
H 5.6173 9.1247 -0.0256 -0.4 0.2 0.5 0.52
H 4.5943 11.7563 -1.1601 -0.2 0.2 0.2 0.36
H 4.1402 11.0771 0.4512 0.5 0.2 -0.1 0.33
H 2.5713 10.7804 -1.9002 0.1 -0.4 -0.1 0.33
H 2.3354 9.9790 -0.3680 0.0 0.2 -0.1 0.50
H 2.8875 8.4441 -2.5369 0.0 -0.3 -0.5 0.48
H 3.2758 8.0297 -0.8366 0.6 0.1 -0.8 -0.53
H 4.6973 10.6468 -3.0955 -0.1 0.2 0.1 0.53
H 4.4208 9.2158 -4.0035 0.3 -0.3 0.1 0.45
H 7.0239 8.8293 -3.9157 -0.2 -0.1 0.0 0.38
H 7.1916 10.4230 -3.2035 -0.5 -0.2 0.0 0.26
H 5.6095 9.9397 -5.8333 0.7 0.6 0.6 0.34
H 7.3611 10.2368 -5.7252 -0.2 0.3 -0.2 0.38
H 6.2418 11.5018 -5.2064 -0.2 0.7 0.1 0.37
C -2.1416 1.5561 -4.1931 -0.1 -0.4 -0.2 -1.67
C -3.4623 1.0625 -3.6276 0.5 -0.2 1.5 0.21
C -4.6606 1.3300 -4.4430 -1.5 -0.2 -0.4 -0.66
C -5.8998 0.7899 -3.6688 0.2 1.1 -1.5 -1.37
N -7.2193 1.1318 -4.3440 -0.4 0.2 1.7 0.76
C -7.4607 0.3536 -5.6165 2.2 -1.1 1.0 -0.44
C -7.8269 1.3519 -6.6603 -0.7 1.4 0.3 -0.78
C -7.0057 2.6107 -6.2149 -0.9 -0.8 1.2 -0.64
C -7.1783 2.5972 -4.6838 -0.8 -0.6 -1.6 -0.63
C -8.4126 0.9439 -3.3448 0.8 0.3 -1.0 -1.09
C -8.3822 -0.3574 -2.6113 0.8 -0.5 0.0 0.05
C -9.2773 -0.3517 -1.3790 0.5 0.7 0.2 -1.19
H -1.3351 1.1670 -3.5713 0.2 0.4 0.0 0.28
H -2.1165 2.6390 -4.3117 0.1 0.1 0.5 0.27
H -1.9488 1.1998 -5.1980 -0.1 -0.4 -0.3 0.47
H -3.6117 1.4853 -2.6063 0.1 0.0 -0.6 -0.64
H -3.4886 -0.0093 -3.4587 0.7 -0.5 0.0 0.68
H -4.6042 0.8228 -5.3955 0.3 -0.2 -0.5 0.75
H -4.7106 2.3975 -4.6594 -0.3 -0.1 0.1 0.46
H -5.8840 1.2873 -2.7238 -0.4 0.2 0.7 -0.06
H -5.9157 -0.2688 -3.5544 0.5 -0.8 -0.1 0.87
H -8.0808 -0.5005 -5.3393 -0.4 0.3 -0.5 0.37
H -6.4604 -0.0930 -5.8178 -0.7 0.2 -0.3 0.28
H -8.9146 1.5567 -6.6102 0.5 0.0 -0.2 0.32
H -7.5563 1.0565 -7.6623 -0.1 -0.3 -0.2 0.47
H -7.3671 3.5635 -6.5817 0.2 0.0 -0.5 0.50
H -5.9760 2.4118 -6.3923 0.8 0.3 -0.8 0.23
H -8.1644 2.9776 -4.5075 -0.4 0.4 0.5 0.70
H -6.4452 3.0539 -4.0501 0.0 0.5 0.1 0.04
H -9.2677 0.9918 -3.9811 -0.8 0.2 -0.5 0.71
H -8.3751 1.8349 -2.7375 0.1 -0.1 0.6 0.43
H -7.3428 -0.4942 -2.3728 0.3 -0.4 0.8 0.09
H -8.6197 -1.1924 -3.2879 -0.2 0.2 0.2 0.29
H -9.2811 -1.3159 -0.8535 -0.3 0.1 -0.4 0.27
H -10.2485 -0.0508 -1.7788 -0.3 -0.3 0.8 0.42
H -8.9207 0.3917 -0.6190 -0.4 -0.4 -0.8 0.19
C 5.1086 -0.2377 -6.2437 0.3 -0.5 -0.3 -1.44
C 5.6334 0.3930 -7.5474 -0.4 -0.6 0.1 -0.48
C 7.0203 -0.1747 -7.9035 -0.5 0.2 0.3 -0.28
C 7.4603 0.3605 -9.2261 0.1 -0.8 -1.3 -1.25
N 8.8604 -0.0167 -9.7394 -0.4 0.6 -0.7 0.63
C 9.1971 -1.5154 -9.7368 -0.9 0.4 -0.1 -0.56
C 10.1871 -1.7042 -8.6382 1.0 0.6 -0.1 -0.53
C 11.0176 -0.4129 -8.7334 0.8 0.1 0.9 -0.71
C 9.9311 0.6546 -8.8922 0.3 -0.6 -0.1 -0.38
C 8.9628 0.4617 -11.1859 1.4 1.1 -0.6 -0.91
C 8.8654 1.9658 -11.4691 -1.4 0.9 -0.7 -0.24
C 8.9173 2.2261 -13.0168 0.7 -0.5 1.0 -1.40
H 5.0425 -1.3411 -6.3462 0.0 0.6 -0.1 0.36
H 4.1199 0.1229 -6.0166 -0.4 0.2 0.1 0.43
H 5.7282 -0.0534 -5.3704 0.3 0.2 0.0 0.35
H 5.5998 1.4917 -7.5466 0.2 -0.3 0.2 0.40
H 4.9106 0.0843 -8.3157 0.3 0.1 -0.1 0.32
H 6.9193 -1.2457 -7.9540 0.0 -0.6 0.0 0.37
H 7.7090 0.0277 -7.0982 0.3 0.3 0.3 0.37
H 7.3868 1.4406 -9.2546 0.2 0.2 -0.1 0.36
H 6.7772 -0.0568 -9.9889 0.2 0.4 0.2 0.35
H 9.7387 -1.7502 -10.6626 -0.7 0.1 0.0 0.40
H 8.2226 -2.0017 -9.6529 0.4 -0.4 -0.2 0.33
H 10.8452 -2.5253 -8.8923 -0.2 -0.5 0.5 0.39
H 9.7576 -1.7599 -7.6461 -0.1 -0.4 0.2 0.29
H 11.7815 -0.4494 -9.5087 -0.5 0.1 -0.6 0.36
H 11.6849 -0.3008 -7.8450 -1.0 0.3 -0.3 0.37
H 10.1847 1.5723 -9.4076 0.3 0.1 0.3 0.22
H 9.4869 0.8419 -7.9149 0.0 0.2 -0.1 0.30
H 8.3178 -0.0533 -11.9038 -0.4 -0.4 0.8 0.45
H 9.9851 0.2112 -11.5072 -0.2 -0.2 0.2 0.50
H 9.6820 2.5869 -11.0812 0.0 -0.5 0.2 0.30
H 7.9365 2.4637 -11.1230 0.3 -0.6 0.1 0.22
H 9.8820 1.8037 -13.3196 -0.2 0.2 -0.5 0.35
H 8.9585 3.3027 -13.1260 0.0 0.1 -0.3 0.40
H 8.1095 1.8210 -13.6408 0.2 0.0 0.5 0.36
C 6.4930 -1.0418 0.7266 0.1 0.4 -0.7 -1.34
C 6.1777 -2.3962 1.3135 0.5 -0.1 0.8 1.10
C 5.2004 -3.1914 0.4084 0.5 -0.1 0.7 -0.48
C 5.1699 -4.6913 0.6716 0.2 0.8 1.1 -0.58
C 6.5022 -5.3585 0.4213 0.1 1.1 0.1 -1.21
C 7.6516 -4.7554 1.3296 -0.7 -0.6 -1.9 0.86
N 7.5362 -3.1631 1.4013 1.9 -0.7 0.4 0.89
O 8.5786 -2.6078 1.6485 -2.6 -0.6 -0.6 -0.34
C 8.9932 -5.1049 0.6295 0.0 -0.2 1.2 -1.53
C 7.5375 -5.2485 2.7609 0.7 0.2 -0.9 -1.45
C 5.7663 -2.1907 2.8607 -0.8 -1.0 -2.2 -0.69
H 7.3314 -0.5934 1.2664 -0.2 0.2 -0.2 0.49
H 5.5966 -0.4057 0.8161 0.4 -0.2 0.1 0.12
H 6.7226 -1.1164 -0.3641 0.0 0.0 0.8 0.42
H 5.5084 -3.1064 -0.6500 -0.2 0.5 0.4 0.59
H 4.2035 -2.7441 0.5694 0.5 -0.1 -0.3 -0.21
H 4.3546 -5.0475 0.0954 -0.5 -0.9 -0.8 0.65
H 4.9020 -4.9248 1.6968 -0.3 0.2 0.4 0.02
H 6.8044 -5.2009 -0.6215 -0.1 -0.4 0.1 0.37
H 6.3608 -6.4226 0.6442 0.6 0.2 -0.2 0.49
H 9.0405 -6.2081 0.4573 -0.2 0.8 0.3 0.37
H 9.8363 -4.8330 1.3063 -0.4 -0.1 -0.9 0.39
H 9.0274 -4.6434 -0.3596 0.3 0.2 0.2 0.45
H 7.5297 -6.3346 2.6488 0.4 0.1 0.5 0.44
H 6.5980 -4.9511 3.1723 -0.5 0.2 0.6 0.25
H 8.3929 -4.8379 3.3023 -0.2 -0.5 0.4 0.45
H 5.4517 -3.0996 3.3450 -0.3 -0.5 -0.1 0.11
H 4.9106 -1.5190 2.7954 0.2 0.1 0.3 -0.42
H 6.5635 -1.8266 3.4510 0.9 0.9 0.3 0.65
C 1.0236 -1.2466 3.6189 0.7 -0.4 0.1 -0.46
O 1.8661 -0.2253 3.0092 -0.3 0.8 -1.1 0.66
O -0.2418 -1.0754 3.8277 -0.1 0.7 -0.1 -0.44
C 1.2980 -2.4820 2.6826 -2.7 0.3 -0.2 -0.09
F 1.0086 -3.5837 3.4452 0.5 -0.1 -0.5 -0.07
F 0.4047 -2.5479 1.6096 0.9 0.1 1.0 -0.16
F 2.4948 -2.6182 2.1590 0.9 -0.4 0.0 -0.16
C 2.3513 0.9064 3.6989 1.2 0.0 0.7 0.86
C 3.6790 1.3645 3.0103 -1.1 -2.1 -0.5 -0.28
H 4.1694 0.3784 2.8767 0.5 0.8 0.1 -0.56
H 3.5048 1.7346 1.9867 -0.1 0.1 0.5 -0.23
H 4.2583 2.0735 3.5670 0.3 0.2 0.4 0.59
H 2.5311 0.6714 4.7834 0.0 -0.1 -0.7 0.33
H 1.7189 1.7718 3.6980 -1.1 0.3 -0.2 -0.81
H 1.6158 -1.5088 4.5014 0.3 -0.2 0.9 0.26
C -5.9413 3.1751 -0.8675 2.1 3.6 4.3 -0.83
O -4.4575 3.4032 -1.2243 -0.2 0.2 -0.3 0.10
O -6.6625 2.8826 -1.7934 -2.3 -1.7 -3.0 -0.41
C -5.7618 2.0743 0.2872 -1.6 -1.3 1.5 1.11
F -5.2233 0.9221 -0.2195 0.4 0.6 0.2 -0.24
F -5.1164 2.3756 1.4787 0.4 0.1 -1.6 -0.33
F -6.9832 1.6191 0.8137 0.8 0.8 -1.2 -0.35
C -4.2547 4.3178 -2.3216 0.1 0.2 1.1 0.25
C -3.0096 5.1606 -2.0956 0.2 -0.1 -1.0 -1.26
H -2.0814 4.5653 -2.1591 -0.3 0.2 0.6 -0.03
H -2.9154 5.8579 -2.9563 -0.2 -0.2 0.6 0.53
H -3.1438 5.7288 -1.1776 0.5 0.0 0.1 0.36
H -5.0673 5.0596 -2.3657 -0.2 -0.6 -0.3 0.50
H -4.0996 3.7812 -3.2587 -0.5 -0.1 -0.1 -0.45
H -6.2841 4.1855 -0.2797 1.0 -1.6 -0.7 0.02
C 3.3122 5.2549 0.6068 0.8 2.2 -2.2 0.66
O 2.2453 5.8004 -0.4225 -0.4 -1.4 0.2 -0.19
O 4.2741 6.1385 0.5733 -0.5 -1.4 0.5 -0.92
C 2.5846 5.1673 1.9145 -2.0 0.9 0.8 0.39
F 1.5932 4.1515 1.9139 0.8 0.4 0.0 -0.14
F 3.3297 4.9537 2.9863 0.5 -0.6 0.1 -0.29
F 1.9049 6.2967 2.1717 -0.1 -0.1 0.0 -0.31
C 1.3055 4.8653 -0.9099 0.2 0.0 -2.7 0.63
C 0.7860 5.3079 -2.3810 0.8 1.0 1.5 -1.49
H 1.7041 5.6421 -2.8599 0.2 -0.3 -0.4 0.27
H 0.2526 4.5868 -3.0309 0.3 0.1 0.7 0.20
H 0.2243 6.2545 -2.3205 -0.2 -0.5 0.1 0.41
H 0.4778 4.7358 -0.2515 -0.8 -0.1 0.7 0.22
H 1.7394 3.8531 -1.0995 0.2 0.7 0.4 -0.20
H 3.4752 4.2230 0.2497 0.3 -0.4 -0.2 -0.29
```
Forces are in eV/Å.